[1]
A cluster of 2 separate species, C2H3I2P in total at a distorted geometry, computed with wB97M-V/def2-TZVPD.

Values from the calculation:
Largest force on an atom in eV/A: 2.49
Energy above the lowest of the compared OMol25 structures with the same formula, charge and spin in eV: 2.195
HOMO energy (alpha / beta) in eV: -9.64 / -8.04
Orbital gap (alpha / beta) in hartree: 0.30314 / 0.17253

```
! wB97M-V def2-TZVPD RIJCOSX def2/J DEFGRID3
* xyz 0 1
C -0.078 0.102 0.623
C 0.042 -1.232 0.804
P 1.117 -1.793 2.156
I 1.116 0.113 3.675
I 1.171 4.582 2.187
H 0.098 0.751 1.489
H -0.479 0.554 -0.256
H -0.102 -2.034 -0.046
*
```

Results of the Löwdin charge analysis, in e, for atoms 1 through 2: -0.166 -0.583

=====

[2]
A structure of composition C2H3I3O at a distorted geometry, computed with wB97M-V/def2-TZVPD.

Values from the calculation:
Largest force on an atom in eV/A: 3.58
Energy above the lowest of the compared OMol25 structures with the same formula, charge and spin in eV: 4.659
HOMO energy in eV: -8.44
Orbital gap in hartree: 0.28142

```
! wB97M-V def2-TZVPD RIJCOSX def2/J DEFGRID3
* xyz 0 1
C -0.083 0.510 -0.357
C -3.266 -2.243 -1.944
O -1.264 0.429 -1.109
I -1.684 -0.742 -2.654
I -3.191 -2.703 -4.209
I -4.965 -1.198 -1.400
H 0.381 1.494 -0.598
H 0.647 -0.131 -0.860
H -0.288 0.580 0.679
*
```

Results of the Löwdin charge analysis, in e, for atoms 1 through 2: -0.218 -1.440

=====

[3]
A structure of composition C2H3I3O2 at a distorted geometry, computed with wB97M-V/def2-TZVPD.

Values from the calculation:
Largest force on an atom in eV/A: 4.54
Energy above the lowest of the compared OMol25 structures with the same formula, charge and spin in eV: 1.711
HOMO energy in eV: -9.30
Orbital gap in hartree: 0.32483

```
! wB97M-V def2-TZVPD RIJCOSX def2/J DEFGRID3
* xyz 0 1
C -0.137 0.752 0.111
C 0.241 -0.705 -0.281
O -0.605 1.292 -1.103
O 0.473 -1.404 1.359
I -1.853 0.666 1.521
I 2.045 -0.689 -1.342
I -1.264 -1.925 -1.217
H 0.732 1.284 0.625
H -1.067 2.121 -0.997
H 1.435 -1.391 1.323
*
```

Results of the Löwdin charge analysis, in e, for atoms 1 through 2: -0.879 -1.305

=====

[4]
A structure of composition C2H3I3O2 at a distorted geometry, computed with wB97M-V/def2-TZVPD.

Values from the calculation:
Largest force on an atom in eV/A: 4.14
Energy above the lowest of the compared OMol25 structures with the same formula, charge and spin in eV: 1.235
HOMO energy (alpha / beta) in eV: -9.11 / -9.11
Orbital gap (alpha / beta) in hartree: 0.26646 / 0.26640

```
! wB97M-V def2-TZVPD RIJCOSX def2/J DEFGRID3
* xyz 0 1
C -0.047 0.653 -0.365
C 0.039 -0.634 0.341
O -1.334 1.139 -0.643
O 1.157 -1.103 0.743
I 1.259 2.140 0.668
I -1.048 -2.062 -0.766
I -1.290 -0.198 2.696
H 0.453 0.762 -1.411
H -1.817 0.865 0.145
H 1.287 -1.885 1.274
*
```

Results of the Löwdin charge analysis, in e, for atoms 1 through 2: -0.890 -1.124

=====

[5]
A cluster of 2 separate species, C2H3IN in total at a distorted geometry, computed with wB97M-V/def2-TZVPD.

Values from the calculation:
Largest force on an atom in eV/A: 3.72
Energy above the lowest of the compared OMol25 structures with the same formula, charge and spin in eV: 0.903
HOMO energy (alpha / beta) in eV: -12.68 / -15.73
Orbital gap (alpha / beta) in hartree: 0.30021 / 0.23373

```
! wB97M-V def2-TZVPD RIJCOSX def2/J DEFGRID3
* xyz 1 3
C 0.657 -0.731 -0.046
C -1.010 0.806 -0.042
N 1.754 -1.158 -0.016
I -2.914 0.106 -0.010
H 2.732 -1.268 0.167
H -0.381 0.912 -0.938
H -0.838 1.333 0.886
*
```

Results of the Löwdin charge analysis, in e, for atoms 1 through 2: -0.004 -0.616

=====

[6]
A structure of composition C2H3IN2 at a distorted geometry, computed with wB97M-V/def2-TZVPD.

Values from the calculation:
Largest force on an atom in eV/A: 3.84
Energy above the lowest of the compared OMol25 structures with the same formula, charge and spin in eV: 1.744
HOMO energy in eV: -9.55
Orbital gap in hartree: 0.34309

```
! wB97M-V def2-TZVPD RIJCOSX def2/J DEFGRID3
* xyz 0 1
C -0.678 -0.479 -0.205
C 2.207 -0.050 0.227
N 0.001 -1.436 0.188
N 1.772 -1.145 -0.105
I 4.285 0.234 -0.095
H -1.754 -0.551 -0.085
H -0.316 0.441 -0.665
H 1.721 0.824 0.649
*
```

Results of the Löwdin charge analysis, in e, for atoms 1 through 2: -0.139 -0.799

=====

[7]
A structure of composition C2H3IN2OS at a distorted geometry, computed with wB97M-V/def2-TZVPD.

Values from the calculation:
Largest force on an atom in eV/A: 3.80
Energy above the lowest of the compared OMol25 structures with the same formula, charge and spin in eV: 3.598
HOMO energy (alpha / beta) in eV: -9.17 / -9.17
Orbital gap (alpha / beta) in hartree: 0.25018 / 0.25016

```
! wB97M-V def2-TZVPD RIJCOSX def2/J DEFGRID3
* xyz 0 1
C -1.152 -0.659 0.117
C 0.147 -0.019 -0.424
N -2.278 -0.473 -0.370
N 0.460 1.055 0.253
O 0.762 -0.512 -1.337
S 2.638 1.520 -0.513
I 3.516 -0.534 0.110
H -0.882 -0.862 1.173
H -3.048 -0.899 0.050
H -0.164 1.382 0.942
*
```

Results of the Löwdin charge analysis, in e, for atoms 1 through 2: -0.161 -0.743

=====

[8]
A cluster of 2 separate species, C2H3IN4 in total at a distorted geometry, computed with wB97M-V/def2-TZVPD.

Values from the calculation:
Largest force on an atom in eV/A: 3.24
Energy above the lowest of the compared OMol25 structures with the same formula, charge and spin in eV: 1.558
HOMO energy in eV: -9.68
Orbital gap in hartree: 0.35684

```
! wB97M-V def2-TZVPD RIJCOSX def2/J DEFGRID3
* xyz 0 1
C -0.912 -2.539 -0.248
C 0.961 1.301 0.703
N -0.552 -2.684 0.806
N -1.616 0.667 -1.514
N -0.858 0.759 -0.714
N -0.262 0.879 0.291
I 2.571 1.083 -0.689
H -1.448 -2.447 -1.143
H 1.322 0.648 1.597
H 0.795 2.332 0.911
*
```

Results of the Löwdin charge analysis, in e, for atoms 1 through 2: -0.107 -0.698